The following is a DFT calculation (the ωB97M-V functional and the def2-TZVPD basis) of a single C13H18N2O2S2 molecule.

The geometry in ORCA input format:
```
! RIJCOSX wB97M-V def2-TZVPD def2/J DEFGRID3
* xyz 0 1
C -0.8142 -2.6799 -4.5373
C -0.6924 -1.5722 -3.4982
C -1.5698 -0.3749 -3.8540
C -1.4283 0.7605 -2.8606
S -2.2140 0.3558 -1.2554
O -3.0186 1.4991 -0.8715
O -2.8937 -0.9060 -1.3336
C -0.8949 0.2671 -0.0717
S 0.5381 -0.6524 -0.4435
C 1.2328 -0.1919 1.0816
N 2.4369 -0.5878 1.4448
C 2.8686 -0.2096 2.6344
C 4.2369 -0.6593 3.0328
C 2.0837 0.5678 3.4937
C 0.8197 0.9919 3.1250
C -0.0087 1.8041 4.0700
C 0.3647 0.6138 1.8498
C -0.8720 0.8762 1.1544
N -1.9302 1.5712 1.6690
H -0.5078 -2.3227 -5.5187
H -0.1847 -3.5236 -4.2668
H -1.8428 -3.0256 -4.6023
H 0.3503 -1.2538 -3.4245
H -1.0008 -1.9545 -2.5249
H -1.3079 -0.0115 -4.8516
H -2.6143 -0.6911 -3.8691
H -1.9462 1.6591 -3.1868
H -0.3876 0.9920 -2.6465
H 4.6691 -1.2529 2.2335
H 4.8745 0.2009 3.2297
H 4.1874 -1.2579 3.9408
H 2.4757 0.8320 4.4646
H -1.0051 1.3776 4.1663
H -0.0983 2.8312 3.7149
H 0.4591 1.8292 5.0515
H -1.7124 2.3410 2.2790
H -2.6526 1.7570 0.9811
*
```

For the highest occupied orbital energy, the calculation gives -8.06 eV. For the energy above the lowest of the compared OMol25 structures with the same formula, charge and spin, the calculation gives 0.0 kcal per mole. As for the HOMO-LUMO gap: 8.49 eV. As for the LUMO energy: 0.4 eV.